*P*
Here is a single C4H5FN2S molecule from the Open Molecules 2025 dataset. Energies are from wB97M-V/def2-TZVPD.

Element x y z (Å)
C: -2.26141 -0.92979 0.59211
S: -1.74953 0.52974 -0.35540
C: -0.03295 0.65824 -0.10769
N: 0.47861 1.90501 0.18176
C: 0.80148 -0.44921 -0.13043
F: 0.33066 -1.72586 -0.24694
C: 2.20608 -0.35925 -0.01587
N: 3.33079 -0.10287 0.16583
H: -3.31846 -0.77612 0.70731
H: -2.05976 -1.84426 0.08508
H: -1.82450 -0.93674 1.59317
H: 1.42960 1.90752 0.47632
H: -0.15537 2.57159 0.58509

The value obtained for the HOMO-LUMO gap is 8.91 eV.

=====

*Q*
Here is a single C4H5FN2S molecule from the Open Molecules 2025 dataset. Energies are from wB97M-V/def2-TZVPD.

Element x y z (Å)
C: -1.77102 -1.15960 -0.08971
C: -0.58989 -0.29022 -0.08551
N: 0.72941 -0.74512 -0.05134
C: 1.49915 0.35367 -0.05791
S: 3.33072 0.26370 -0.12167
N: 0.73770 1.45697 0.00901
C: -0.49832 1.02274 -0.13305
F: -1.41715 1.97619 -0.05330
H: -1.76993 -1.81532 -0.99648
H: -2.83355 -0.77633 0.11843
H: -1.69612 -1.85833 0.78216
H: 3.30796 -0.85147 0.65688
H: 0.97104 2.42313 0.02249

The value obtained for the HOMO-LUMO gap is 9.08 eV.

=====

Short version: *Q* is the most stable of them.

=====

*P*
Here is a single C18H24N2O4 molecule from the Open Molecules 2025 dataset. Energies are from wB97M-V/def2-TZVPD.

Element x y z (Å)
O: 3.38546 -2.22019 -1.48260
C: 2.82611 -1.20795 -1.11538
N: 3.42928 0.00624 -1.08758
C: 4.82764 0.18634 -1.38202
C: 5.65511 0.69701 -0.18397
C: 5.04216 1.93512 0.49583
C: 4.25436 1.35374 1.67927
C: 4.71859 -0.11464 1.75247
O: 5.78689 -0.26273 0.84027
C: 1.40797 -1.20239 -0.63899
C: 0.54516 -0.12944 -0.84159
C: -0.75519 -0.18028 -0.37387
C: -1.21511 -1.30493 0.30534
C: -2.61323 -1.43168 0.82081
O: -3.17640 -2.50745 0.90361
N: -3.17875 -0.27360 1.22931
C: -4.55707 -0.17591 1.63680
C: -5.41333 0.44945 0.52383
C: -5.47032 -0.41340 -0.75450
C: -4.67091 0.39575 -1.77746
C: -4.84381 1.81705 -1.24468
O: -4.82659 1.69711 0.16206
C: -0.36170 -2.39226 0.47299
C: 0.93602 -2.34170 0.00693
H: 2.92763 0.79534 -0.71505
H: 5.20849 -0.79268 -1.68313
H: 4.94511 0.89160 -2.21320
H: 6.66752 0.89044 -0.55459
H: 5.84059 2.58268 0.85581
H: 4.42223 2.51126 -0.18905
H: 3.17686 1.41009 1.52476
H: 4.48707 1.88266 2.60148
H: 5.10183 -0.38751 2.73820
H: 3.90140 -0.80215 1.49777
H: 0.87085 0.73927 -1.39702
H: -1.41228 0.65592 -0.56991
H: -2.71518 0.60551 1.06550
H: -4.61966 0.44728 2.53295
H: -4.91371 -1.18274 1.86050
H: -6.42335 0.62680 0.92110
H: -6.50269 -0.53146 -1.08191
H: -5.04551 -1.39979 -0.58484
H: -3.61965 0.10605 -1.75740
H: -5.04551 0.28596 -2.79205
H: -5.80522 2.23646 -1.57570
H: -4.04272 2.50142 -1.52961
H: -0.74157 -3.27165 0.97032
H: 1.60509 -3.18006 0.12816

The value obtained for the HOMO-LUMO gap is 9.65 eV.

=====

*Q*
Here is a single C18H24N2O4 molecule from the Open Molecules 2025 dataset. Energies are from wB97M-V/def2-TZVPD.

Element x y z (Å)
C: 5.78804 2.47715 1.10747
C: 4.45637 2.19857 0.48024
C: 3.61117 3.24505 0.13023
C: 2.37449 2.98814 -0.43429
C: 1.96700 1.68716 -0.65808
C: 2.80633 0.63142 -0.31208
N: 2.34173 -0.66709 -0.56778
C: 2.92624 -1.84772 -0.27444
O: 4.01343 -2.01204 0.22914
C: 2.05263 -3.05423 -0.68443
O: 0.84457 -3.15469 0.07415
C: -0.21573 -2.47245 -0.32866
O: -0.23094 -1.72140 -1.27718
C: -1.43207 -2.75234 0.53274
N: -2.55163 -1.95776 0.10232
C: -2.95174 -0.87334 0.82896
O: -2.56793 -0.68342 1.96140
C: -3.90081 0.04396 0.08092
C: -4.82825 0.78056 1.04636
C: -5.71503 1.76659 0.29370
C: -4.86670 2.76487 -0.48811
C: -3.94168 2.03365 -1.45605
C: -3.04828 1.05415 -0.70166
C: 4.04722 0.89188 0.25635
H: 5.65516 2.76344 2.15090
H: 6.42407 1.59684 1.07374
H: 6.28964 3.29773 0.59821
H: 3.92443 4.26458 0.30114
H: 1.72291 3.80635 -0.70314
H: 1.00122 1.48280 -1.09833
H: 1.43271 -0.70025 -1.02085
H: 2.60848 -3.96852 -0.47299
H: 1.81228 -2.98661 -1.75162
H: -1.66203 -3.82228 0.49846
H: -1.21351 -2.47351 1.56944
H: -2.74980 -1.97145 -0.88699
H: -4.49745 -0.54501 -0.62411
H: -4.21826 1.30807 1.78114
H: -5.44237 0.05616 1.58508
H: -6.35665 2.29631 1.00011
H: -6.36091 1.21996 -0.39835
H: -5.51222 3.45233 -1.03861
H: -4.26675 3.35301 0.20949
H: -3.32276 2.75247 -1.99680
H: -4.54085 1.48896 -2.18998
H: -2.42015 1.60172 0.00459
H: -2.39087 0.52877 -1.39923
H: 4.69112 0.07041 0.52305

The value obtained for the HOMO-LUMO gap is 9.05 eV.

=====

Short version: *Q* is the most stable of them.